# 1
Molecular formula: C27H22CoF3N5O7S
Method: DFT, ωB97M-V with the def2-TZVPD basis set

## Properties
Multiplicity   4
⟨S²⟩   3.758
Orbital gap (spin up / spin down)   6.529 / 6.670 eV
Energy   -106759.16879 eV
Highest occupied orbital energy (spin up / spin down)   -1.8 / -2.0 eV
Charge   -2
Relative energy (zero: lowest compared OMol25 entry of this formula, charge and spin)   0.0 kJ/mol

The geometry in XYZ format:
```
66
Properties=species:S:1:pos:R:3:forces:R:3
Co -0.43622 -0.17106 -0.29085 -0.1 -0.1 -0.3
O -0.34287 -4.35401 0.37420 0.0 0.0 0.0
C -0.38252 -3.19233 -0.06304 0.0 0.1 0.0
N -0.77014 -2.06141 0.53007 0.0 0.0 0.0
C -1.34220 -2.03803 1.81076 0.0 0.0 0.0
C -1.61102 -3.16135 2.59617 0.0 0.0 0.0
C -2.18604 -3.03210 3.85596 0.0 0.0 0.0
C -2.49751 -1.77820 4.34867 0.0 0.0 0.0
C -2.24869 -0.64592 3.58081 0.0 0.0 0.0
C -1.67045 -0.74840 2.31355 0.0 0.0 0.0
N -1.29415 0.34033 1.51944 0.1 0.0 0.2
C -1.71198 1.58316 1.78150 -0.1 -0.1 -0.1
O -2.61596 1.97424 2.53302 0.0 0.0 0.0
C -0.94675 2.65240 1.02428 0.1 0.0 0.0
C -1.52808 3.89978 0.82228 0.0 0.0 0.0
C -0.78887 4.87899 0.18717 0.0 0.0 0.0
C 0.51444 4.59390 -0.19636 0.0 0.0 0.0
C 1.00766 3.32252 0.05184 -0.1 0.0 0.0
N 0.29203 2.36755 0.63489 0.0 0.0 0.0
C 0.03085 -2.99367 -1.51220 0.0 0.0 0.0
C 0.48080 -4.07574 -2.25920 0.0 0.0 0.0
C 0.80311 -3.87163 -3.58741 0.0 0.0 0.0
C 0.65083 -2.60429 -4.13437 0.0 0.0 0.0
C 0.19664 -1.58529 -3.31375 0.0 0.0 0.0
N -0.09515 -1.77862 -2.03428 0.0 0.0 0.1
H -1.35129 -4.13111 2.20601 0.0 0.0 0.0
H -2.38120 -3.92042 4.44769 0.0 0.0 0.0
H -2.93778 -1.66532 5.33367 0.0 0.0 0.0
H -2.49859 0.33146 3.95901 0.0 0.0 0.0
H -2.53766 4.06011 1.17261 0.0 0.0 0.0
H -1.21810 5.85595 -0.00514 0.0 0.0 0.0
H 1.13591 5.33181 -0.68749 0.0 0.0 0.0
H 2.01413 3.04680 -0.23856 0.0 0.0 0.0
H 0.56678 -5.03495 -1.77009 0.0 0.0 0.0
H 1.17149 -4.69086 -4.19450 0.0 0.0 0.0
H 0.88903 -2.39945 -5.17013 0.0 0.0 0.0
H 0.05938 -0.57351 -3.67897 0.0 0.0 0.0
N 1.66326 -1.06830 2.69315 0.0 0.1 -0.2
C 2.85806 -0.54625 3.33103 0.0 0.0 0.1
C 2.47141 0.56288 4.30941 0.0 0.0 0.0
O 3.27945 1.23199 4.91042 0.0 0.0 0.0
O 1.15986 0.69460 4.45943 0.1 0.0 0.0
H 1.68703 -2.06515 2.53162 0.0 0.0 0.0
H 1.50583 -0.61803 1.79698 0.0 0.0 -0.1
H 0.78349 0.00196 3.84692 -0.1 0.1 0.1
H 3.61347 -0.16303 2.64064 0.0 0.0 0.0
H 3.33003 -1.32199 3.93856 0.0 0.0 0.0
F 2.45166 0.34939 -3.22110 0.0 0.0 0.0
C 3.37169 0.48208 -2.25869 0.0 0.0 0.0
F 4.56847 0.19636 -2.80238 0.0 0.0 0.0
F 3.39873 1.77797 -1.90312 0.0 0.0 0.0
S 3.03990 -0.62740 -0.82173 0.0 0.0 0.2
O 3.00299 -1.92968 -1.43180 0.0 0.0 0.0
O 4.14706 -0.34638 0.05967 0.0 0.0 0.0
O 1.76291 -0.13494 -0.30524 0.1 0.0 -0.2
C -2.58958 2.37462 -3.94085 0.0 0.0 0.0
C -3.25792 1.39822 -3.21237 0.0 0.0 0.0
C -2.60613 0.72654 -2.18269 0.0 0.0 0.0
C -1.27496 0.98545 -1.81294 0.0 -0.1 0.1
C -0.64160 1.97690 -2.57730 0.1 0.0 0.0
C -1.26949 2.65867 -3.61650 0.0 0.0 0.0
H -3.08823 2.90350 -4.74643 0.0 0.0 0.0
H -4.29108 1.15872 -3.44766 0.0 0.0 0.0
H -3.16582 -0.03652 -1.64548 0.0 0.0 0.0
H 0.39431 2.23131 -2.36479 0.0 0.0 0.0
H -0.72468 3.41523 -4.17400 0.0 0.0 0.0
```
Positions in Å, forces in eV/Å.

Charges per atom according to Mulliken partitioning, unit e: Co 0.226; O -0.874; C 0.318; N 0.207; C 0.208; C -0.791; C -0.603; C -0.675; C -0.376; C -0.286; N 0.778; C -0.229; O -0.808; C 0.684; C -0.812; C -0.367; C -0.779; C -0.262; N 0.177; C 0.221; C -0.581; C -0.428; C -0.781; C -0.129; N 0.367; H 0.442; H 0.358; H 0.346; H 0.419; H 0.453; H 0.368; H 0.416; H 0.411; H 0.472; H 0.362; H 0.418; H 0.326; N -0.322; C -0.069; C 0.436; O -0.691; O -0.509; H 0.209; H -0.294; H 0.420; H 0.204; H 0.372; F -0.182; C 0.618; F -0.258; F -0.231; S 1.198; O -0.710; O -0.693; O -0.548; C -0.386; C -0.719; C 0.038; C -1.164; C 1.352; C -0.794; H 0.334; H 0.345; H 0.313; H 0.186; H 0.349



# 2
Molecular formula: C27H22CoF6N8O
Method: DFT, ωB97M-V with the def2-TZVPD basis set

## Properties
Multiplicity   2
⟨S²⟩   0.764
Orbital gap (spin up / spin down)   6.024 / 5.967 eV
Energy   -96258.39739 eV
Highest occupied orbital energy (spin up / spin down)   -6.9 / -6.8 eV
Relative energy (zero: lowest compared OMol25 entry of this formula, charge and spin)   11.0 kJ/mol

The geometry in XYZ format:
```
65
Properties=species:S:1:pos:R:3:forces:R:3
Co -0.54634 0.04912 0.01392 0.1 -0.3 0.0
C -2.90401 -3.52940 3.63077 0.0 0.0 -0.1
C -3.46327 -3.01794 2.46587 0.1 -0.1 0.0
C -2.97123 -1.85350 1.89343 -0.1 0.2 0.2
C -1.90587 -1.16037 2.48368 -0.2 0.0 -0.2
C -1.34479 -1.69285 3.65252 0.1 0.1 -0.1
C -1.84181 -2.85230 4.21604 0.0 -0.1 0.1
N -1.38118 -0.03002 1.84286 0.2 0.1 0.2
C -0.93111 0.99968 2.58783 -0.1 0.0 0.0
C -1.37628 1.34411 3.89945 0.0 -0.1 0.0
C -0.91919 2.47511 4.51285 0.0 0.1 0.0
C 0.01685 3.34629 3.90036 0.0 0.0 0.1
C 0.46940 3.05551 2.64726 0.0 0.0 0.0
C 0.00429 1.89483 2.00137 0.0 0.0 0.0
N 0.37067 1.51040 0.73988 0.1 0.0 -0.1
N 1.21619 2.15541 0.05482 -0.1 -0.1 0.0
C 1.40472 1.53173 -1.18659 0.0 0.0 0.0
C 2.22958 2.12790 -2.12924 0.0 0.0 0.0
C 2.39475 1.50173 -3.34944 0.0 0.0 0.0
C 1.73809 0.30343 -3.59513 0.0 0.0 0.0
C 0.93280 -0.22292 -2.60101 0.0 0.0 0.0
N 0.77614 0.36691 -1.42194 0.0 0.2 0.1
H -3.29754 -4.43383 4.07626 0.0 0.0 0.0
H -4.29663 -3.53175 1.99907 0.0 0.0 0.0
H -3.43087 -1.43555 1.00630 0.0 0.0 0.0
H -0.49378 -1.20239 4.10811 0.0 0.0 0.0
H -1.38434 -3.23524 5.12052 0.0 0.0 0.0
H -2.11444 0.72122 4.38516 0.0 0.0 0.0
H -1.30169 2.72590 5.49505 0.0 0.0 0.0
H 0.34870 4.23470 4.41901 0.0 0.0 0.0
H 1.16963 3.69257 2.12439 0.0 0.0 0.0
H 2.70296 3.06843 -1.88877 0.0 0.0 0.0
H 3.02488 1.94658 -4.10832 0.0 0.0 0.0
H 1.83600 -0.21206 -4.53928 0.0 0.0 0.0
H 0.38562 -1.14449 -2.74792 0.0 0.0 0.0
N -2.00183 -3.68796 -0.88488 -0.3 0.3 0.4
C -2.79631 -2.97219 -1.77206 -0.1 -0.2 -0.1
C -2.35998 -1.69081 -1.74693 0.0 0.0 0.0
N -1.34570 -1.59152 -0.82778 0.0 0.2 0.5
C -1.17506 -2.77775 -0.29805 0.4 -0.1 -0.6
C -0.05495 -3.03395 0.58668 -0.2 -0.1 0.1
N 0.72978 -2.06968 0.99709 0.1 0.0 0.0
C 1.69046 -2.67620 1.76241 0.0 0.0 0.0
C 1.47729 -4.02273 1.80612 0.0 0.0 0.0
N 0.35347 -4.24420 1.04619 0.0 0.1 0.0
H -2.35988 -4.48953 -0.38809 0.2 -0.2 -0.2
H -3.57490 -3.44843 -2.34032 0.0 0.0 0.0
H -2.68329 -0.82047 -2.28905 0.0 0.0 0.0
H 2.47344 -2.11052 2.23783 0.0 0.0 0.0
H 2.00342 -4.82295 2.29450 0.0 0.0 0.0
H -0.03911 -5.14057 0.81986 0.0 0.0 0.1
C -2.76352 2.85233 0.33230 0.0 0.0 0.0
C -2.74589 2.13003 -1.02264 0.2 0.1 0.0
O -1.73002 1.25650 -1.20106 -0.2 -0.2 0.0
C -2.61164 3.20821 -2.12977 0.0 0.0 0.0
F -2.62816 2.68992 -3.36803 0.0 0.0 0.0
F -1.43801 3.85372 -1.99231 0.0 0.0 0.0
F -3.57748 4.15302 -2.09045 0.0 0.0 0.0
C -4.11419 1.41690 -1.17305 0.0 -0.1 0.0
F -5.17988 2.22720 -1.03171 0.0 0.0 0.0
F -4.23245 0.45606 -0.22882 0.0 0.0 -0.1
F -4.26178 0.79603 -2.36287 0.0 0.0 0.1
H -1.82095 3.38247 0.45592 0.0 0.0 0.0
H -2.85528 2.10683 1.11951 0.0 0.0 0.0
H -3.58461 3.56441 0.41196 0.0 0.0 0.0
```
Positions in Å, forces in eV/Å.

Charges per atom according to Mulliken partitioning, unit e: Co -0.619; C -0.736; C -0.758; C 0.146; C -0.546; C -0.191; C -0.778; N 0.704; C -0.107; C -0.788; C -0.601; C -0.778; C -0.495; C 0.914; N 2.178; N -1.675; C 0.212; C -0.630; C -0.308; C -0.888; C -0.093; N 0.556; H 0.414; H 0.467; H 0.253; H 0.544; H 0.385; H 0.496; H 0.414; H 0.410; H 0.479; H 0.518; H 0.402; H 0.447; H 0.357; N -0.124; C -1.041; C -0.686; N 1.471; C 0.200; C -0.206; N 0.170; C -0.687; C -0.624; N -0.118; H 0.320; H 0.431; H 0.451; H 0.467; H 0.431; H 0.184; C -2.101; C 1.169; O -0.440; C 0.451; F -0.248; F -0.251; F -0.295; C 0.292; F -0.314; F -0.208; F -0.278; H 0.438; H 0.351; H 0.490



# 3
Molecular formula: C27H22F12N2O2
Method: DFT, ωB97M-V with the def2-TZVPD basis set

## Properties
Structure (SMILES)   CCNc1cc(CCC(F)=C(F)F)cc2c1C(=O)C=C(CCC(F)(F)C(F)(F)C(F)(F)C(F)(F)F)C2=O.c1ccncc1
Orbital gap   8.270 eV
Energy   -68039.71629 eV
Highest occupied orbital energy   -9.1 eV

The geometry in XYZ format:
```
65
Properties=species:S:1:pos:R:3:forces:R:3
C 6.16096 0.04599 0.61583 0.0 0.0 -0.3
C 5.16775 0.65792 -0.38285 -0.2 -0.3 0.5
N 3.93655 1.11871 0.29734 -0.2 0.4 -0.3
C 2.83680 1.22387 -0.60099 0.0 -0.1 0.1
C 2.63714 2.35823 -1.38748 -0.2 0.3 0.0
C 1.54638 2.49096 -2.23513 0.0 0.0 -0.2
C 1.31904 3.75074 -3.04033 -0.4 -0.4 0.4
C 0.08689 4.50982 -2.50514 0.1 0.7 -0.1
C 0.37357 5.05386 -1.14232 -0.3 0.2 -0.1
F 1.59157 5.62900 -0.97427 0.2 -0.7 0.1
C -0.41358 4.98200 -0.07834 0.3 0.0 0.3
F -1.73249 4.91161 -0.12231 0.1 -0.7 -0.1
F 0.02543 4.99245 1.17010 -0.2 0.7 -0.1
C 0.63337 1.44405 -2.33516 0.1 -0.1 0.1
C 0.81891 0.31731 -1.55886 -0.1 -0.1 0.0
C 1.90270 0.19554 -0.68722 0.0 -0.2 -0.1
C 1.97668 -1.06819 0.10808 0.0 0.1 -0.1
O 3.01075 -1.61694 0.40966 0.0 0.1 0.1
C 0.64593 -1.63893 0.48050 0.1 0.1 0.2
C -0.41327 -1.50278 -0.31653 0.0 0.1 0.1
C -1.78779 -2.03258 0.02485 0.1 0.3 -0.2
C -2.90960 -1.27482 -0.71933 0.2 -0.7 0.2
C -4.17049 -1.22912 0.10574 0.3 0.4 0.2
F -4.60004 -2.46513 0.44666 -0.1 0.0 -0.2
F -3.89234 -0.57599 1.27629 0.0 -0.1 0.0
C -5.37906 -0.45930 -0.51359 -0.2 0.0 0.6
F -6.18560 -0.11052 0.51587 0.0 -0.1 -0.1
F -6.10144 -1.25969 -1.31765 0.2 0.0 -0.2
C -5.05927 0.88110 -1.24249 -0.5 0.1 -0.2
F -4.23159 1.61604 -0.47973 0.1 -0.2 0.0
F -6.22587 1.55057 -1.32890 0.1 -0.1 0.0
C -4.48296 0.78771 -2.71162 0.4 0.3 0.0
F -3.24835 1.31656 -2.73480 -0.2 -0.1 0.0
F -5.23765 1.48963 -3.55133 0.1 -0.2 0.1
F -4.40227 -0.46745 -3.14848 -0.1 0.1 0.0
C -0.17684 -0.79272 -1.61717 0.1 -0.2 0.1
O -0.75236 -1.10328 -2.63599 -0.2 0.1 0.0
H 7.12206 0.55923 0.58423 0.0 0.0 0.1
H 6.33570 -1.00254 0.37546 0.0 0.0 0.1
H 5.75575 0.07975 1.62558 0.0 0.1 0.0
H 4.85219 -0.11496 -1.08213 0.0 0.1 -0.1
H 5.61793 1.48350 -0.94284 0.0 -0.1 -0.1
H 4.07520 2.04677 0.68335 0.3 -0.1 0.1
H 3.33348 3.18886 -1.32249 0.1 -0.1 0.1
H 1.09989 3.47073 -4.07092 0.2 0.1 -0.1
H 2.19746 4.38940 -2.98590 0.0 0.0 -0.2
H -0.16490 5.31117 -3.20647 0.0 0.0 0.0
H -0.76620 3.83709 -2.42169 0.0 0.0 -0.1
H -0.23117 1.50014 -2.98681 0.1 0.0 -0.1
H 0.60454 -2.16867 1.42741 0.0 -0.1 -0.1
H -1.83712 -3.09620 -0.20998 -0.1 0.0 0.1
H -1.92422 -1.90355 1.09807 0.1 -0.2 0.0
H -2.59302 -0.24884 -0.89489 -0.1 0.0 -0.2
H -3.10035 -1.78944 -1.65766 -0.1 0.3 -0.1
C 1.63598 -4.50271 5.07409 0.0 0.0 0.0
C 0.98066 -3.30110 4.85860 0.0 0.0 0.0
C -0.25455 -3.33009 4.22959 -0.1 0.0 -0.1
N -0.84757 -4.44705 3.81297 0.0 0.0 0.0
C -0.20447 -5.59276 4.02658 -0.1 0.0 0.0
C 1.03159 -5.67498 4.65087 0.0 0.0 0.0
H 2.60162 -4.52456 5.56236 0.0 0.0 0.0
H 1.41540 -2.36103 5.16947 0.0 0.0 0.0
H -0.80252 -2.41156 4.04421 0.0 0.0 0.0
H -0.70761 -6.48779 3.67768 0.0 0.0 0.0
H 1.50666 -6.63507 4.79837 0.0 0.0 0.0
```
Positions in Å, forces in eV/Å.

Charges per atom according to Mulliken partitioning, unit e: C -1.202; C -0.183; N -0.217; C -0.468; C -0.957; C 0.754; C -1.389; C -0.216; C 0.365; F -0.343; C 0.430; F -0.230; F -0.232; C -0.995; C 1.099; C 0.644; C -0.204; O -0.577; C -0.911; C 0.723; C -0.968; C -0.701; C 0.759; F -0.355; F -0.334; C 0.572; F -0.314; F -0.297; C 0.464; F -0.245; F -0.342; C 0.782; F -0.179; F -0.277; F -0.254; C -0.052; O -0.589; H 0.340; H 0.258; H 0.347; H 0.274; H 0.425; H 0.385; H 0.336; H 0.426; H 0.419; H 0.384; H 0.003; H 0.685; H 0.560; H 0.313; H 0.470; H 0.327; H 0.482; C -0.247; C -0.336; C -0.256; N -0.502; C -0.234; C -0.336; H 0.368; H 0.368; H 0.459; H 0.360; H 0.363